1.
A gas-phase ion, C2H8N3S2 (charge +1) in a non-equilibrium geometry. Source: OMol25; level of theory: ωB97M-V/def2-TZVPD.

```
15
C2H8N3S2, DFT ωB97M-V/def2-TZVPD
C -0.40305 -0.60601 1.21851
C 0.01035 0.59255 -1.04157
N -0.35410 -1.81572 1.78782
N -0.05494 -0.60979 -0.10026
N 0.62804 1.60110 -0.29549
S -1.07251 0.74175 2.06828
S 0.91775 0.06584 -2.54642
H -0.97013 0.92281 -1.38508
H 0.16397 -2.58818 1.51817
H -0.51694 -1.88292 2.73691
H -0.03691 -1.49073 -0.58700
H -0.59976 1.61165 0.93629
H 1.47516 1.21629 0.16129
H 0.87788 2.39085 -0.93194
H -0.06482 -0.14949 -3.53951
```

Computed properties:
* charge: +1
* HOMO: -13.625 eV

2.
A molecular structure, C6H6O. Source: OMol25; level of theory: ωB97M-V/def2-TZVPD.

```
13
C6H6O, DFT ωB97M-V/def2-TZVPD
C -2.18972 1.39191 0.91564
C -1.22754 0.77858 0.53087
C -0.05981 0.06620 0.06964
C -0.14844 -0.89641 -1.06127
C 0.50992 -1.25080 0.64633
O 1.81497 -0.77982 0.48332
C 1.37352 0.56843 0.22255
H -3.04720 1.92921 1.25871
H 0.59041 -0.83163 -1.85869
H -1.15900 -1.19065 -1.33550
H 0.16853 -1.99531 -0.31835
H 1.52133 1.19920 1.10315
H 1.85301 1.01109 -0.65641
```

Computed properties:
* HOMO: -8.769 eV

3.
C12H16O3S in the gas phase in a non-equilibrium geometry. Source: OMol25; level of theory: ωB97M-V/def2-TZVPD.

```
32
C12H16O3S, DFT ωB97M-V/def2-TZVPD
C -0.06282 1.24359 2.95146
C -1.16876 0.37447 2.18805
C -2.65771 0.64733 2.61260
C -3.86096 -0.11722 1.97658
C -3.50574 -1.19205 0.91573
C -2.03423 -1.46159 0.49223
C -0.80877 -0.68452 1.08501
C 0.71327 -0.95198 0.59408
C 0.78055 -0.32394 -0.91790
C 1.89953 -1.19809 -1.69325
C 2.74981 -0.39494 -2.78990
O 1.94651 0.11741 -3.90428
S 0.80998 1.21427 -3.31459
O 0.64742 2.27115 -4.37575
O 1.45009 1.95506 -1.94614
C 1.15633 1.22289 -0.72534
H -0.04826 0.87529 4.04874
H -0.36623 2.35640 3.02065
H 0.99028 1.14605 2.52990
H -2.93290 1.43146 3.40700
H -4.95166 0.05606 2.24138
H -4.32379 -1.82809 0.41951
H -1.86745 -2.25235 -0.30919
H 1.47495 -0.40542 1.25939
H 0.85991 -2.08249 0.60350
H -0.28096 -0.49974 -1.33784
H 2.61255 -1.75906 -0.97521
H 1.34472 -2.03725 -2.26588
H 3.46599 -1.16487 -3.27306
H 3.44940 0.40784 -2.34264
H 0.38784 1.79561 -0.07655
H 2.13111 1.23874 -0.09830
```

Computed properties:
* HOMO: -8.714 eV

4.
8 unconnected molecules or ions with the total composition C34H50F21N5O17P. Source: OMol25; level of theory: ωB97M-V/def2-TZVPD.

```
128
C34H50F21N5O17P, DFT ωB97M-V/def2-TZVPD
C 1.64598 -0.20604 0.19870
C 0.99755 0.83046 -0.70743
O 1.38533 0.67829 -2.07580
C 0.94927 -0.50018 -2.68520
C -0.43925 -0.38984 -3.29265
N -1.52637 -0.61447 -2.33360
N -2.37659 0.38880 -1.98986
C -3.24431 -0.11080 -1.10177
P -4.59219 0.86000 -0.34867
N -5.05444 2.08349 -1.14279
O -3.95000 1.08816 1.08252
O -5.65770 -0.25748 0.01545
N -2.98637 -1.38554 -0.88203
C -1.92144 -1.69808 -1.62960
N -1.33023 -2.90967 -1.70939
H 2.54279 -0.57006 -0.29537
H 1.00231 -1.06984 0.36559
H 1.90868 0.22670 1.15672
H -0.09286 0.82199 -0.61773
H 1.32728 1.82553 -0.42760
H 1.63468 -0.74051 -3.49580
H 0.98296 -1.34291 -1.99016
H -0.55728 -1.08163 -4.12383
H -0.60254 0.61297 -3.66256
H -2.28918 1.32099 -2.37278
H -4.65160 2.26936 -2.04798
H -4.50620 1.63823 1.65451
H -5.76398 -0.96340 -0.63234
H -0.33961 -3.04221 -1.61172
H -1.91577 -3.72234 -1.63623
C -2.02108 -4.49876 1.59068
C -0.93424 -3.69325 2.26100
O 0.18897 -4.54855 2.57597
C 0.97230 -4.89459 1.57771
O 0.89925 -4.56061 0.42780
C 2.05468 -5.87318 2.10285
F 1.51084 -6.75062 2.94371
F 2.99350 -5.17168 2.74650
F 2.61413 -6.53515 1.09990
H -2.31949 -5.35099 2.19924
H -2.89665 -3.87712 1.40385
H -1.66186 -4.88300 0.63612
H -1.25045 -3.28277 3.21552
H -0.58641 -2.87727 1.62766
C 2.75268 -8.65791 5.59424
C 2.05684 -9.10753 6.85869
O 0.94083 -9.97489 6.55798
C 1.23978 -11.24034 6.31654
O 2.31584 -11.75622 6.32469
C -0.06180 -12.03060 6.03666
F -0.85465 -11.36093 5.19472
F -0.72023 -12.21430 7.18553
F 0.22864 -13.20953 5.50952
H 2.04177 -8.18734 4.91885
H 3.53475 -7.93964 5.83848
H 3.21009 -9.50169 5.07948
H 1.60812 -8.27145 7.38922
H 2.73648 -9.62459 7.53386
C 4.09952 -4.96685 -1.46157
C 5.43171 -4.29121 -1.22266
O 6.51763 -5.23844 -1.28354
C 6.93367 -5.55128 -2.50013
O 6.51918 -5.13885 -3.54172
C 8.11833 -6.54319 -2.40435
F 7.85858 -7.51069 -1.52496
F 9.20765 -5.87876 -2.00377
F 8.35054 -7.08169 -3.59095
H 3.95327 -5.78139 -0.75984
H 3.29026 -4.25219 -1.33054
H 4.04556 -5.37232 -2.47176
H 5.49434 -3.87045 -0.22145
H 5.62121 -3.49742 -1.94433
C 5.21056 3.61925 5.26079
C 4.23080 2.52784 5.62032
O 2.93165 2.76673 5.01221
C 2.79695 2.40784 3.75777
O 3.58759 1.88452 3.02879
C 1.35481 2.70840 3.28787
F 0.93452 3.91449 3.66387
F 0.51930 1.78963 3.79151
F 1.29678 2.63463 1.95733
H 4.81773 4.59443 5.54662
H 6.14589 3.45369 5.79296
H 5.42072 3.62538 4.19229
H 4.02028 2.50805 6.68571
H 4.58103 1.54488 5.31076
C -2.45676 4.69219 2.77176
C -1.89670 5.34381 4.01713
O -2.64014 6.53038 4.36424
C -3.77675 6.32512 5.00932
O -4.25672 5.27888 5.32854
C -4.43400 7.68525 5.34839
F -4.40727 8.50089 4.29338
F -3.75996 8.25638 6.35101
F -5.69029 7.49632 5.72059
H -2.47379 5.40355 1.94602
H -1.83144 3.84417 2.49125
H -3.47106 4.33375 2.94251
H -0.88144 5.69336 3.85736
H -1.90044 4.66058 4.86495
C 1.70372 5.19205 -6.59645
C 0.50636 4.32560 -6.90368
O 0.02456 3.64963 -5.70394
C -0.74258 4.36105 -4.91014
O -1.13014 5.48222 -5.01940
C -1.18030 3.47917 -3.71838
F -0.17287 2.76320 -3.20236
F -2.11314 2.57070 -4.12481
F -1.73030 4.19899 -2.75788
H 2.49629 4.60240 -6.13665
H 2.08371 5.61971 -7.52266
H 1.44008 6.00867 -5.92606
H 0.75534 3.51202 -7.57875
H -0.31702 4.89685 -7.32794
C -3.81002 7.11550 -5.13140
C -5.21090 7.67645 -5.21571
O -5.46381 8.24141 -6.52226
C -5.76282 7.37507 -7.47265
O -5.84606 6.18575 -7.38319
C -6.03863 8.13038 -8.79582
F -5.10834 9.06014 -9.01605
F -7.23277 8.72457 -8.71987
F -6.04369 7.27478 -9.80811
H -3.07111 7.87952 -5.37013
H -3.61206 6.75087 -4.12453
H -3.68508 6.28816 -5.82724
H -5.36020 8.50537 -4.52891
H -5.96296 6.91464 -5.01631
```

Computed properties:
* charge: +1
* HOMO: -12.414 eV

5.
2 unconnected molecules or ions with the total composition C16H17N in a non-equilibrium geometry. Source: OMol25; level of theory: ωB97M-V/def2-TZVPD.

```
34
C16H17N, DFT ωB97M-V/def2-TZVPD
C 1.56819 -2.64452 0.63085
C 0.21122 -2.00316 0.42511
C -0.78665 -2.29053 -0.45490
N -2.05468 -1.71146 -0.18921
C -1.75347 -0.96261 0.96612
C -2.52441 0.13662 1.49563
C -2.11527 0.85416 2.58119
C -0.94881 0.39318 3.25757
C -0.01733 -0.35760 2.51476
C -0.44490 -1.15413 1.38273
H 1.88684 -3.17967 -0.30087
H 1.74696 -3.54978 1.29639
H 2.26141 -1.77175 0.91521
H -0.68976 -2.93700 -1.36095
H -2.86364 -2.29558 -0.23843
H -3.36362 0.40605 0.90216
H -2.67816 1.77073 2.75221
H -0.59507 0.71219 4.09756
H 1.02511 -0.64236 2.89362
C 2.01485 2.03122 0.16739
C 1.13277 1.56201 -0.92020
C -0.27257 1.85334 -1.13003
C -0.90254 1.56481 -2.25482
C -0.18321 1.06323 -3.28307
C 1.12432 0.51266 -3.10833
C 1.73199 0.85858 -1.91917
H 2.92899 1.56857 0.35668
H 1.56582 1.85285 1.09270
H 2.08860 3.11422 -0.01657
H -0.85942 2.30006 -0.36641
H -2.02299 1.66572 -2.29787
H -0.68429 0.82379 -4.25591
H 1.67050 -0.04978 -3.94813
H 2.80322 0.50593 -1.68299
```

Computed properties:
* structure (SMILES): Cc1c[nH]c2ccccc12.Cc1ccccc1
* HOMO: -8.008 eV

6.
14 unconnected molecules or ions with the total composition C45H88Br4N7O23 in a non-equilibrium geometry. Source: OMol25; level of theory: ωB97M-V/def2-TZVPD.

```
167
C45H88Br4N7O23, DFT ωB97M-V/def2-TZVPD
C -8.87248 0.77259 0.16062
C -9.28433 2.08360 0.90359
N -8.10543 3.13933 0.94331
C -7.80902 3.70854 -0.43927
C -8.47298 4.42173 1.74080
C -9.60423 5.26728 1.25301
C -6.76781 2.51504 1.51551
C -6.78017 2.10984 2.93373
O -6.97611 3.10912 3.92924
C -5.93639 4.07226 4.17636
H -9.70349 0.07227 0.07668
H -8.10187 0.25584 0.73267
H -8.44649 0.99440 -0.81787
H -9.52805 1.85303 1.94066
H -10.10818 2.59754 0.40839
H -7.15036 4.57593 -0.48269
H -8.79291 3.90541 -0.86507
H -7.33219 2.91316 -1.01207
H -7.59565 5.06127 1.83754
H -8.80086 4.03532 2.70583
H -10.55842 4.74807 1.16334
H -9.51002 5.78475 0.29831
H -9.67149 6.04262 2.01619
H -5.96465 3.22425 1.31541
H -6.52486 1.77929 0.74886
H -5.81113 1.64110 3.10501
H -7.51827 1.33183 3.12871
H -6.02287 4.58817 5.13263
H -5.90817 4.91995 3.49173
H -4.93810 3.65814 4.31792
C 0.57890 0.75841 1.38757
C 1.59753 0.79057 0.23559
N 1.01125 0.43493 -1.18906
C -0.05736 1.47133 -1.51151
C 2.25866 0.44989 -2.18705
C 2.99735 1.78500 -2.12312
C 0.28199 -0.98881 -1.24173
C 1.18871 -2.25670 -1.00501
O 1.72371 -2.07783 0.28183
C 2.77110 -2.95187 0.65506
H -0.30868 1.39105 1.37943
H 1.14513 1.04170 2.27484
H 0.21245 -0.26133 1.50565
H 2.47830 0.14940 0.27072
H 1.97427 1.81336 0.24404
H 0.39028 2.46276 -1.44249
H -0.93955 1.29700 -0.89552
H -0.37678 1.37498 -2.54920
H 1.79177 0.43430 -3.17188
H 2.88597 -0.38900 -1.88570
H 2.33219 2.63280 -2.28714
H 3.89955 1.81333 -2.73414
H 3.42900 1.99896 -1.14536
H -0.13303 -0.99915 -2.24957
H -0.51141 -0.93392 -0.49635
H 2.01375 -2.24844 -1.71729
H 0.65705 -3.20311 -1.10369
H 2.43174 -3.85433 1.16346
H 3.48039 -2.39133 1.26400
H 3.41336 -3.23440 -0.17908
C 8.30259 -0.08983 7.35400
C 7.75409 -1.33545 7.59520
C 6.35745 -1.74023 7.07836
O 5.92583 -2.95338 7.15308
C 5.44887 -0.81471 6.61848
C 5.96786 0.56481 6.35645
C 7.47679 0.94770 6.75620
O 7.76937 2.08360 6.71446
O 5.29098 1.50028 5.90452
O 8.53584 -2.21484 8.09135
H 9.31276 0.17645 7.62796
H 4.46855 -1.15130 6.31504
C -0.14923 7.33893 3.13714
C 1.15886 7.07946 3.24994
C 2.11853 7.09444 2.02698
O 3.35669 6.69211 2.12982
C 1.68499 7.44555 0.75773
C 0.26142 7.86023 0.52051
C -0.73291 7.70418 1.86624
O -1.96500 7.89547 1.72452
O -0.10636 8.21542 -0.60691
O 1.65375 6.92015 4.46957
H -0.71978 7.37938 4.05324
H 2.32645 7.30433 -0.09958
O -4.77256 -0.25286 -3.71457
H -4.31890 -0.80959 -4.37697
C -0.40362 -9.54939 1.76779
N 0.08029 -9.47089 0.33377
O 1.28865 -9.53363 0.13839
O -0.67595 -9.24207 -0.61895
H 0.41193 -9.77640 2.45441
H -1.08778 -10.39256 1.67253
H -0.86591 -8.59690 2.02695
C 0.76498 7.17039 -6.90408
N 1.06477 5.76580 -7.48107
O 1.80910 5.70226 -8.44669
O 0.56020 4.79149 -6.92762
H 0.61353 7.89099 -7.70776
H 1.64756 7.46410 -6.33583
H -0.14310 7.15496 -6.30138
C -4.94581 -6.07483 -3.49070
N -6.37732 -6.48483 -3.49641
O -6.81319 -7.16959 -4.43175
O -7.20889 -5.99579 -2.66764
H -4.88831 -5.02392 -3.77422
H -4.42888 -6.62406 -4.27762
H -4.56665 -6.24135 -2.48243
C 9.23441 -1.91806 1.40443
N 8.89920 -0.70441 0.54358
O 9.74754 0.10829 0.20990
O 7.71454 -0.53255 0.26146
H 9.93285 -2.58985 0.90545
H 8.27525 -2.42767 1.49607
H 9.51850 -1.74925 2.44313
C -0.59800 -1.43282 -8.53957
N -0.51471 -2.89363 -8.76110
O -0.36084 -3.37094 -9.88985
O -0.54202 -3.59692 -7.74641
H -0.77868 -1.24673 -7.48088
H -1.52753 -1.09529 -8.99799
H 0.24485 -0.89346 -8.97175
Br -5.17225 -4.17543 3.19920
C -6.80707 -4.90652 4.00052
C -6.67896 -4.85457 5.50439
Br -8.18542 -5.83670 6.35876
H -6.94285 -5.90093 3.57530
H -7.65988 -4.32010 3.65856
H -6.67056 -3.83115 5.87944
H -5.79966 -5.36812 5.89326
Br 8.21535 -4.30721 -4.24314
C 10.15191 -4.06838 -4.37915
C 10.41170 -4.53888 -5.82466
Br 12.36316 -4.77491 -6.12531
H 10.57984 -4.71526 -3.61330
H 10.47273 -3.03770 -4.22797
H 10.02989 -3.75365 -6.47716
H 9.94568 -5.48102 -6.11328
C 6.71730 1.03162 -8.94483
C 5.49853 0.07391 -9.08080
O 6.00637 -1.11852 -9.70783
C 5.05371 -2.03624 -10.19194
C 4.93205 -3.08901 -9.15718
H 7.59281 0.65575 -8.41538
H 7.00646 1.27784 -9.96653
H 6.40218 1.90903 -8.38008
H 5.09330 -0.06176 -8.07807
H 4.72243 0.46259 -9.74013
H 4.12637 -1.50748 -10.41227
H 5.51597 -2.55865 -11.02951
H 4.15431 -3.82410 -9.36420
H 4.69141 -2.50467 -8.26908
H 5.84856 -3.51943 -8.75365
C -1.58947 -1.68615 7.77576
C -1.46180 -0.26338 8.39948
O -2.38525 -0.26940 9.41124
C -2.00327 0.60492 10.50295
C -2.20294 2.09844 10.14585
H -1.08080 -1.77297 6.81564
H -1.17838 -2.39650 8.49306
H -2.65077 -1.90793 7.66374
H -0.41815 -0.12794 8.68328
H -1.70347 0.46248 7.62306
H -2.62284 0.34505 11.36126
H -1.00070 0.45050 10.90183
H -1.70593 2.31952 9.20128
H -1.84820 2.80405 10.89710
H -3.27188 2.26695 10.01521
```

Computed properties:
* charge: -3
* HOMO: 1.503 eV